i.
A molecular structure, C6H12NO. Source: the Open Molecules 2025 dataset; level of theory: the ωB97M-V functional and the def2-TZVPD basis.

total charge = -1
E_HOMO = -2.7363 eV

Each line ends with the Mulliken charge.
Atoms and positions in Å:
C (2.200, -0.804, -0.138)  -0.9429
O (2.156, -1.899, -0.852)  -0.8454
C (0.907, 0.838, 1.281)  -0.9293
C (0.842, -0.463, 0.542)  0.3558
C (-0.207, -0.266, -0.579)  -1.1221
N (-2.927, 0.248, 0.542)  -0.8033
C (-2.205, 1.245, -0.230)  -0.4632
C (-0.803, 1.183, -0.529)  -0.1297
H (2.477, 0.124, -0.707)  0.2604
H (2.923, -0.893, 0.713)  0.2990
H (-0.133, 1.422, 0.675)  0.1709
H (1.670, 1.475, 0.900)  0.3856
H (0.610, -1.391, 1.067)  0.3416
H (0.527, 0.832, 2.288)  0.3262
H (0.329, -0.347, -1.526)  0.4021
H (-0.966, -1.044, -0.553)  0.5115
H (-2.278, -0.021, 1.283)  0.2206
H (-2.504, 0.429, -1.006)  0.3561
H (-2.612, 2.239, -0.446)  0.2875
H (-0.621, 1.607, -1.483)  0.3185

=====

ii.
A gas-phase ion, C6H12NO (charge -1). Source: the Open Molecules 2025 dataset; level of theory: the ωB97M-V functional and the def2-TZVPD basis.

total charge = -1
E_HOMO = -2.5668 eV
SMILES = C=CC[C@H](C[O-])NC

Each line ends with the Mulliken charge.
Atoms and positions in Å:
C (-1.272, 2.282, -2.159)  -0.8002
C (-0.859, 1.098, -1.717)  -0.0059
C (0.183, 0.899, -0.656)  -0.9923
C (-0.111, -0.238, 0.351)  0.1466
C (-0.065, 0.243, 1.922)  -0.1421
O (0.823, -0.432, 2.679)  -0.9278
N (0.881, -1.286, 0.244)  -0.3909
C (0.575, -2.339, -0.675)  -0.9575
H (-2.017, 2.391, -2.942)  0.2477
H (-0.880, 3.198, -1.734)  0.2764
H (-1.237, 0.181, -2.170)  0.2705
H (1.132, 0.655, -1.125)  0.3023
H (0.338, 1.801, -0.066)  0.3010
H (-1.143, -0.612, 0.242)  0.3811
H (0.139, 1.338, 1.881)  0.1131
H (-1.111, 0.060, 2.283)  0.0979
H (1.074, -1.580, 1.211)  0.2151
H (1.189, -3.218, -0.462)  0.3694
H (0.813, -2.066, -1.719)  0.2007
H (-0.474, -2.696, -0.669)  0.2951

=====

The structure with the greatest stability is ii.

=====

i.
C6H4O in the gas phase. Source: the Open Molecules 2025 dataset; level of theory: the ωB97M-V functional and the def2-TZVPD basis.

total charge = 0
E_HOMO = -9.2760 eV
SMILES = C#CC=C=C1CO1

Each line ends with the Mulliken charge.
Atoms and positions in Å:
C (-1.164, -1.687, -2.935)  0.4760
C (-0.658, -1.324, -1.902)  -0.5006
C (0.004, -1.112, -0.654)  -0.9850
C (0.043, -0.040, 0.106)  0.0858
C (0.305, 0.803, 1.051)  0.4205
C (1.105, 1.728, 1.808)  -0.2225
O (-0.181, 1.215, 2.255)  -0.3827
H (-1.610, -2.018, -3.844)  0.3865
H (0.537, -1.996, -0.294)  0.3029
H (1.119, 2.793, 1.589)  0.2164
H (1.966, 1.326, 2.343)  0.2027

=====

ii.
C6H4O in the gas phase. Source: the Open Molecules 2025 dataset; level of theory: the ωB97M-V functional and the def2-TZVPD basis.

total charge = 0
E_HOMO = -8.4042 eV
SMILES = C#Cc1ccco1

Each line ends with the Mulliken charge.
Atoms and positions in Å:
C (-0.345, 2.027, 1.317)  -0.1663
C (0.480, 1.149, 1.432)  -0.3467
C (0.914, 0.066, 0.595)  0.1607
C (0.248, -1.131, 0.595)  -0.2262
C (-0.276, -1.292, -0.718)  -0.3536
C (0.191, -0.237, -1.441)  -0.3890
O (0.965, 0.557, -0.694)  -0.2213
H (-1.224, 2.486, 0.930)  0.3280
H (0.015, -1.713, 1.477)  0.4228
H (-1.003, -2.021, -1.042)  0.3704
H (0.035, 0.108, -2.452)  0.4212

=====

iii.
C6H4O in the gas phase. Source: the Open Molecules 2025 dataset; level of theory: the ωB97M-V functional and the def2-TZVPD basis.

total charge = 0
E_HOMO = -8.5926 eV
SMILES = C#Cc1ccco1

Each line ends with the Mulliken charge.
Atoms and positions in Å:
C (-3.075, -0.173, -0.001)  0.0961
C (-1.856, -0.228, -0.015)  -0.5149
C (-0.393, -0.113, -0.057)  0.2321
C (0.429, 0.962, -0.109)  -0.5456
C (1.745, 0.494, 0.030)  -0.3148
C (1.668, -0.885, 0.005)  -0.2451
O (0.368, -1.217, -0.075)  -0.3024
H (-4.115, -0.172, 0.105)  0.4647
H (0.147, 2.010, -0.027)  0.3743
H (2.660, 1.045, 0.111)  0.4015
H (2.422, -1.723, 0.035)  0.3541

=====

iv.
C6H4O in the gas phase. Source: the Open Molecules 2025 dataset; level of theory: the ωB97M-V functional and the def2-TZVPD basis.

total charge = 0
E_HOMO = -9.2712 eV
SMILES = C#CC#C[C@H]1CO1

Each line ends with the Mulliken charge.
Atoms and positions in Å:
C (-0.880, -0.619, -2.056)  -0.2362
C (0.290, -0.336, -2.274)  -0.4239
C (1.078, -0.086, -1.212)  0.5566
C (1.579, 0.044, -0.124)  -0.4787
C (0.845, -0.045, 1.069)  0.0756
C (-0.375, 0.714, 1.301)  -0.2541
O (-0.787, -0.551, 0.856)  -0.4733
H (-1.827, -0.999, -2.362)  0.3343
H (1.241, -0.694, 1.828)  0.3926
H (-0.571, 1.567, 0.643)  0.2303
H (-0.593, 1.006, 2.333)  0.2769

=====

The structure with the greatest stability is iii.

=====

i.
C5H13N2OP in the gas phase. Source: the Open Molecules 2025 dataset; level of theory: the ωB97M-V functional and the def2-TZVPD basis.

total charge = 0
E_HOMO (alpha / beta) = -8.5326 / -6.6394 eV

Each line ends with the Mulliken charge.
Atoms and positions in Å:
C (2.010, 0.039, -0.553)  -0.3676
C (1.131, 0.655, 0.712)  -0.4660
C (4.343, 0.403, -0.060)  -0.6675
C (-2.945, -0.754, 1.091)  -0.7924
C (-3.522, -0.299, -1.275)  -0.8493
N (3.237, 0.620, -0.913)  -0.4440
N (-2.709, 0.026, -0.077)  0.1410
O (-0.258, 0.359, 0.639)  -0.2524
P (-1.504, 1.170, -0.227)  -0.1677
H (2.133, -0.999, -0.129)  0.2468
H (1.378, 0.060, -1.423)  0.4149
H (1.451, 0.146, 1.634)  0.2622
H (1.402, 1.710, 0.664)  0.3241
H (5.054, -0.407, -0.511)  0.2677
H (5.049, 1.252, -0.184)  0.2920
H (4.100, 0.085, 0.994)  0.2639
H (-3.406, -1.768, 0.807)  0.3179
H (-2.008, -0.873, 1.677)  0.2475
H (-3.649, -0.190, 1.694)  0.3034
H (-3.162, -1.230, -1.734)  0.2852
H (-4.447, -0.524, -0.741)  0.3505
H (-3.677, 0.518, -2.084)  0.2899

=====

ii.
2 unconnected molecules or ions with the total composition C5H13N2OP. Source: the Open Molecules 2025 dataset; level of theory: the ωB97M-V functional and the def2-TZVPD basis.

total charge = 0
E_HOMO (alpha / beta) = -6.6714 / -6.2892 eV

Each line ends with the Mulliken charge.
Atoms and positions in Å:
C (0.152, 0.038, -2.266)  -0.5490
C (1.178, -1.004, -1.848)  -0.5668
C (0.416, 1.265, -1.395)  -0.8333
C (-1.571, 1.234, 3.085)  -0.5602
C (-1.798, 0.077, 1.080)  -0.6563
N (1.316, -0.845, -0.412)  0.4819
N (2.057, -1.772, 0.327)  -0.8327
O (-2.224, 1.127, 1.851)  -0.3372
P (0.852, 0.614, 0.298)  0.0006
H (0.233, 0.271, -3.328)  0.3542
H (-0.850, -0.342, -2.064)  0.2227
H (0.851, -2.025, -2.084)  0.3491
H (2.145, -0.834, -2.347)  0.3044
H (1.271, 1.835, -1.777)  0.4014
H (-0.441, 1.934, -1.340)  0.3745
H (-1.740, 0.345, 3.707)  0.2898
H (-1.978, 2.111, 3.586)  0.2426
H (-0.491, 1.352, 2.933)  0.2216
H (-1.636, -0.864, 1.595)  0.3358
H (-2.337, 0.037, 0.148)  0.3056
H (2.998, -1.871, -0.053)  0.2200
H (1.599, -2.683, 0.304)  0.2314

=====

The structure with the greatest stability is ii.

=====

i.
2 unconnected molecules or ions with the total composition C4H10O2S. Source: the Open Molecules 2025 dataset; level of theory: the ωB97M-V functional and the def2-TZVPD basis.

total charge = 0
E_HOMO = -7.2730 eV

Each line ends with the Mulliken charge.
Atoms and positions in Å:
C (0.829, -2.064, 0.384)  -1.0332
C (1.085, 1.376, -0.717)  -1.0171
C (-2.487, 0.587, -0.444)  -0.6092
C (0.928, -0.576, 0.455)  0.6422
O (1.380, -0.118, 1.599)  -0.4637
O (1.110, 0.007, -0.757)  -0.2604
S (-1.542, 0.172, 1.026)  -0.2897
H (-0.141, -2.370, -0.069)  0.2276
H (0.841, -2.554, 1.380)  0.3029
H (1.501, -2.468, -0.365)  0.3544
H (1.867, 1.908, -0.299)  0.4056
H (0.280, 1.758, -0.134)  0.3832
H (0.913, 1.818, -1.708)  0.3046
H (-3.497, 0.901, -0.184)  0.3009
H (-2.681, -0.341, -0.916)  0.2084
H (-1.706, 1.118, -0.982)  0.1197
H (1.322, 0.849, 1.729)  0.4239

=====

ii.
3 unconnected molecules or ions with the total composition C4H10O2S. Source: the Open Molecules 2025 dataset; level of theory: the ωB97M-V functional and the def2-TZVPD basis.

total charge = 0
E_HOMO = -8.4475 eV

Each line ends with the Mulliken charge.
Atoms and positions in Å:
C (1.545, 1.168, 1.470)  -0.5846
C (-0.207, 1.498, 0.306)  -0.2076
C (-1.340, -1.167, 0.134)  -0.5698
C (-0.821, -1.613, -1.233)  -0.2658
H (1.632, 1.069, -0.102)  0.2153
H (2.388, 0.015, 2.089)  0.2159
H (1.736, 2.322, 1.735)  0.2562
H (0.729, 1.310, -0.432)  0.0370
H (-0.430, 2.607, 0.375)  0.3520
H (-0.263, -0.959, 0.637)  0.1124
H (-2.009, -1.791, 0.692)  0.4674
H (-1.694, -1.314, -1.953)  0.3058
H (-0.485, -2.701, -1.027)  0.2300
H (0.390, -1.023, -2.665)  0.3564
O (0.280, 0.966, 1.508)  -0.2572
O (0.354, -1.063, -1.557)  -0.4957
S (-1.805, 0.679, 0.025)  -0.1676

=====

The structure with the greatest stability is i.